Entry 1:
29
Properties=species:S:1:pos:R:3 method="wB97M-V/def2-TZVPD" lumo_energy_ev="0.00 / -1.07" homo_energy_ev="-7.451 / -7.857" e_above_lowest_ev=1.4180
I 3.5962 -1.6333 -0.5741
I 2.6914 2.1785 0.1257
Si 1.7317 -0.1262 0.1366
C -1.7827 0.3668 -1.2012
C 1.0017 -0.6531 1.8445
C 1.7962 -1.7903 2.4718
C -0.8687 -0.6871 -1.7177
C -0.3215 1.4203 2.4613
C 0.6140 0.5983 -3.3398
C 0.8554 0.5217 2.8102
C -0.3441 -0.5708 -3.1073
H 0.1616 1.5446 -3.0522
H -0.2268 1.8478 1.4620
H 1.5218 0.4619 -2.7552
H 0.6969 0.1239 3.8184
H 0.1528 -1.4974 -3.3963
H -2.7699 0.2711 -1.6699
H -1.2516 0.8541 2.4987
H -1.0090 -1.6840 -1.3307
H -1.4141 1.3642 -1.4338
H 1.8404 -2.6536 1.8096
H -1.9243 0.2841 -0.1262
H 1.7750 1.1119 2.8484
H -0.0071 -1.0321 1.6392
H 2.8135 -1.4842 2.7120
H -1.1997 -0.4261 -3.7817
H 1.3182 -2.1137 3.3979
H -0.3943 2.2404 3.1713
H 0.8839 0.6589 -4.3924

Entry 2:
82
Properties=species:S:1:pos:R:3 method="wB97M-V/def2-TZVPD" smiles="CC(=O)NCCCCCO[C@@H](O)CNCl.Fc1ccccc1.Fc1ccccc1.Fc1ccccc1.Fc1ccccc1" lumo_energy_ev=0.50 homo_energy_ev=-9.116
Cl 4.6651 1.6552 8.1986
F 0.1546 -0.2823 0.0495
F 0.7482 -2.1444 -6.9729
F -7.2202 3.3155 -0.4605
F -3.4424 0.2356 -1.1798
O 6.0272 -0.9891 6.5092
O 2.0898 -3.7647 -0.7621
O 6.6768 -0.2344 4.3615
N 5.4723 2.3839 6.8436
N 2.5536 -2.0586 1.0711
C -1.5978 -2.0434 -6.7555
C -2.8613 -2.3517 -7.2596
C -8.2043 3.5266 1.6722
C -4.3316 2.3916 -0.8300
C 6.7170 0.8129 3.3332
C -0.2992 -1.6791 -3.2662
C -0.4650 -2.4449 -7.4549
C -2.9778 -3.0683 -8.4532
C -2.9999 4.0335 0.3396
C -8.8043 1.5280 2.8898
C -2.1188 1.8158 -0.0341
C -0.3436 -1.5452 -1.8787
C 4.3203 0.3754 2.0174
C -8.3272 0.7405 1.8408
C 5.2633 1.4064 2.8713
C 5.9496 0.1792 5.5697
C 1.2012 -4.3393 1.6111
C -3.2985 1.4721 -0.6849
C -4.1842 3.6776 -0.3104
C 0.2024 -0.4138 -1.2828
C 3.9893 -1.8457 0.6292
C -7.7362 2.7336 0.6303
C -1.9668 3.1050 0.4757
C -8.7464 2.9213 2.8060
C 0.8519 0.4444 -3.4347
C -1.8347 -3.4712 -9.1453
C -0.5717 -3.1531 -8.6467
C 4.9363 -1.1283 1.8065
C 0.7974 0.5833 -2.0478
C 0.3004 -0.6862 -4.0424
C -7.7955 1.3463 0.7027
C 6.6028 1.4444 6.3821
C 1.9852 -3.3724 0.5119
H -9.1222 3.5326 3.6227
H -0.7315 -2.5562 -3.7418
H 7.2612 0.3287 2.3877
H 1.3219 1.2147 -4.0411
H 4.5995 1.8318 3.7487
H -4.9890 4.4015 -0.4117
H 1.8706 -4.3842 2.5827
H -5.2409 2.0998 -1.3452
H 5.4837 2.3348 2.1551
H 7.3481 2.1038 5.7673
H -0.7979 -2.3116 -1.2596
H 1.9905 -1.2389 0.7190
H -3.9634 -3.3124 -8.8438
H 1.2131 1.4584 -1.5590
H 0.3272 -3.4507 -9.1764
H 4.9021 -1.7699 2.8122
H 3.2624 0.2969 2.5431
H -3.7532 -2.0356 -6.7244
H 5.1328 -1.0458 6.9976
H 0.3391 -0.7920 -5.1245
H -1.3295 1.0788 0.0707
H 3.9442 -1.0349 -0.2450
H -1.4878 -1.4949 -5.8257
H 7.1856 1.1224 7.3730
H 6.0304 -1.1563 1.3732
H -1.9278 -4.0324 -10.0720
H 4.7787 0.3355 5.3976
H -8.3695 -0.3438 1.9101
H -9.2230 1.0562 3.7761
H -8.1435 4.6071 1.5930
H -1.0443 3.3855 0.9784
H 0.1208 -3.9262 1.8523
H -7.4283 0.7496 -0.1257
H 4.4978 -2.7937 0.1557
H -2.8836 5.0380 0.7408
H 4.1205 0.8423 0.9411
H 4.7987 2.4252 6.0315
H 7.3935 1.7492 3.6178
H 1.1360 -5.4256 1.1277

Computed calculated total energy, in the same sequence as the records: -32666.8155, -67361.6918 eV.